<w>
An isolated molecule of C4H8N2S, computed with the ωB97M-V functional and the def2-TZVPD basis.

The geometry in XYZ format:
```
15
C4H8N2S | the OMol25 dataset | the ωB97M-V functional and the def2-TZVPD basis
H 2.850 0.488 -0.185
N 2.573 -0.473 0.137
C 1.355 -0.459 -0.191
C 0.277 0.415 -0.933
C -1.129 0.037 -0.539
C -1.353 0.575 0.959
S -0.906 -1.839 -0.322
N 0.649 -1.465 0.480
H 0.318 1.490 -0.548
H 0.238 0.689 -2.133
H -1.833 0.357 -1.396
H -0.595 0.148 1.714
H -2.355 0.522 1.097
H -1.211 1.672 0.863
H 1.122 -2.158 0.999
```

Computed properties:
HOMO	-8.21	eV
lowest unoccupied orbital energy	0.8	eV
M	116.19	g mol⁻¹

Charges per atom according to Mulliken partitioning, unit e:
1. H 0.243
2. N -0.736
3. C 0.562
4. C -0.613
5. C -0.027
6. C -1.155
7. S -0.127
8. N -0.352
9. H 0.235
10. H 0.274
11. H 0.397
12. H 0.316
13. H 0.421
14. H 0.316
15. H 0.247


<x>
An isolated molecule of C4H8N2S, computed with the ωB97M-V functional and the def2-TZVPD basis.

The geometry in XYZ format:
```
15
C4H8N2S | the OMol25 dataset | the ωB97M-V functional and the def2-TZVPD basis
H 1.779 -0.856 -0.517
N 1.071 -0.884 0.205
C 0.157 -0.032 0.064
N -0.084 0.915 -0.920
C 0.490 0.892 -2.207
C 1.034 -0.117 -2.876
S -1.118 0.144 1.316
C -0.391 -0.901 2.597
H -0.650 1.702 -0.673
H 0.464 1.873 -2.662
H 0.933 -1.066 -2.396
H 1.447 -0.050 -3.852
H -0.317 -1.942 2.313
H -1.024 -0.764 3.455
H 0.601 -0.469 2.814
```

Computed properties:
HOMO	-8.81	eV
lowest unoccupied orbital energy	0.8	eV
M	116.19	g mol⁻¹

Charges per atom according to Mulliken partitioning, unit e:
1. H 0.285
2. N -0.647
3. C 0.482
4. N -0.200
5. C 0.020
6. C -0.963
7. S -0.158
8. C -0.800
9. H 0.231
10. H 0.303
11. H 0.328
12. H 0.263
13. H 0.260
14. H 0.337
15. H 0.260


<y>
An isolated molecule of C4H8N2S, computed with the ωB97M-V functional and the def2-TZVPD basis.

The geometry in XYZ format:
```
15
C4H8N2S | the OMol25 dataset | the ωB97M-V functional and the def2-TZVPD basis
N 2.971 -1.685 0.483
N 1.782 -2.103 -0.102
C 0.837 -1.282 -0.236
S 0.794 0.370 0.470
C -0.949 0.620 0.356
C -1.641 0.873 -0.948
C -1.533 1.967 0.056
H 2.819 -1.064 1.314
H 3.506 -2.468 0.838
H -0.124 -1.606 -0.714
H -1.504 0.042 1.111
H -1.048 0.902 -1.854
H -2.616 0.396 -1.100
H -2.445 2.251 0.565
H -0.849 2.787 -0.237
```

Computed properties:
HOMO	-8.51	eV
lowest unoccupied orbital energy	0.9	eV
M	116.19	g mol⁻¹

Charges per atom according to Mulliken partitioning, unit e:
1. N -0.435
2. N -0.317
3. C -0.050
4. S -0.233
5. C -0.148
6. C -0.445
7. C -0.540
8. H 0.198
9. H 0.258
10. H 0.371
11. H 0.372
12. H 0.246
13. H 0.230
14. H 0.252
15. H 0.239


Name the most stable of them. <x>.